Entry 1:
{
  "formula": "C2HDyO2",
  "method": "ωB97M-V with the def2-TZVPD basis set",
  "elements": ["O", "C", "C", "O", "H", "Dy"],
  "coordinates": [[-3.6964, -0.2263, 1.5061], [-2.6977, -0.3293, 1.0145], [1.9405, 0.4415, -0.4788], [1.7495, -0.3513, -1.4361], [2.8954, 1.0179, -0.5237], [-0.1913, -0.5525, -0.0820]],
  "multiplicity": 6,
  "total_charge": 2,
  "gap_ev": [7.22, 10.38]
}

***

Entry 2:
{
  "formula": "C2H7N3O",
  "method": "ωB97M-V with the def2-TZVPD basis set",
  "elements": ["H", "N", "C", "N", "H", "H", "H", "N", "C", "O", "H", "H", "H"],
  "coordinates": [[-2.2573, 0.5368, 1.0060], [-1.3520, 0.0434, 0.8641], [-0.5531, -0.2155, 1.8100], [0.8273, -0.4467, 1.6714], [-0.8266, -0.1377, 2.8374], [1.4773, -0.4631, 2.4761], [1.2517, -0.2223, 0.7332], [-0.4438, 0.3573, -1.8504], [0.8675, 0.1724, -2.0517], [1.6927, 0.1169, -1.1039], [-0.8108, 0.4098, -0.8713], [-1.0264, -0.2427, -2.4167], [1.1534, 0.0915, -3.1041]],
  "smiles": "[H]/N=C/N.NC=O",
  "e_above_lowest_kcal_mol": 24.2,
  "gap_ev": 10.28
}

***

Entry 3:
{
  "formula": "C41H36Cl3FeGeN4O2PS",
  "method": "ωB97M-V with the def2-TZVPD basis set",
  "elements": ["Fe", "O", "C", "O", "C", "C", "C", "C", "C", "C", "P", "C", "C", "C", "C", "C", "C", "C", "C", "C", "C", "C", "C", "H", "H", "H", "H", "H", "H", "H", "H", "H", "H", "H", "H", "H", "H", "C", "C", "C", "C", "C", "C", "C", "C", "C", "C", "C", "C", "C", "C", "C", "H", "H", "H", "H", "H", "H", "H", "H", "H", "H", "N", "C", "C", "C", "N", "C", "C", "H", "H", "H", "H", "H", "H", "C", "N", "C", "N", "S", "H", "H", "H", "H", "H", "H", "Cl", "Ge", "Cl", "Cl"],
  "coordinates": [[-0.1522, -0.4735, 0.7613], [0.7815, -3.3140, -2.1093], [0.9930, -2.2878, -2.8323], [1.6623, -1.2578, -2.5518], [0.4220, -2.2829, -4.2032], [0.7737, -3.3674, -5.0365], [0.5586, -3.2862, -6.4120], [-0.0352, -2.1267, -6.9341], [-0.5055, -1.1444, -6.0686], [-0.3160, -1.2305, -4.6990], [-0.9593, 0.1159, -3.6560], [-2.6680, 0.2505, -4.3007], [-3.4546, -0.9159, -4.4335], [-4.8180, -0.8916, -4.6495], [-5.4783, 0.3547, -4.6976], [-4.7542, 1.5292, -4.5478], [-3.3647, 1.4941, -4.3197], [-0.0228, 1.5067, -4.3550], [1.2124, 1.7562, -3.7368], [2.0117, 2.8254, -4.1070], [1.5858, 3.6602, -5.1635], [0.3943, 3.4193, -5.8179], [-0.4496, 2.3495, -5.3944], [1.3017, -4.1640, -4.5609], [0.8181, -4.1289, -7.0216], [-0.1236, -1.9624, -7.9844], [-1.0692, -0.3160, -6.5086], [-2.9289, -1.8834, -4.3920], [-5.3153, -1.8478, -4.7427], [-6.5567, 0.4295, -4.8803], [-5.2249, 2.5145, -4.5642], [-2.8569, 2.4254, -4.1006], [1.5631, 1.0048, -3.0159], [2.9806, 2.9037, -3.6576], [2.2427, 4.4881, -5.4554], [0.0938, 3.9767, -6.7185], [-1.4148, 2.1693, -5.8776], [0.0742, -0.2708, 2.4986], [0.3541, -0.2676, 3.7194], [0.5328, -0.3105, 5.0377], [-0.4141, 0.4030, 5.8898], [-0.5803, 0.1542, 7.2413], [-1.4643, 0.9161, 8.0076], [-2.2675, 1.9132, 7.4293], [-2.1987, 2.0250, 6.0262], [-1.2852, 1.3044, 5.2619], [1.6947, -1.0423, 5.5394], [2.3801, -0.6692, 6.7190], [3.7279, -0.9806, 6.8551], [4.3803, -1.7684, 5.8750], [3.6217, -2.3637, 4.8645], [2.3115, -1.9439, 4.6804], [-0.0380, -0.6511, 7.7569], [-1.5386, 0.6304, 9.0476], [-2.9746, 2.4915, 7.9903], [-2.8380, 2.7437, 5.5304], [-1.2638, 1.4201, 4.1768], [1.8655, -0.0923, 7.4885], [4.2370, -0.6450, 7.7428], [5.4509, -1.9198, 5.9620], [3.9786, -3.0738, 4.1189], [1.7254, -2.2892, 3.8336], [4.1290, -4.5053, 1.3484], [3.1613, -3.6311, 0.9374], [1.8012, -4.0166, 0.9805], [0.8310, -3.0829, 0.7360], [1.1430, -1.8337, 0.3982], [2.4255, -1.4564, 0.2013], [3.4522, -2.3099, 0.5314], [3.8925, -5.4845, 1.3913], [5.1044, -4.2764, 1.1710], [1.5456, -5.0588, 1.2211], [-0.2196, -3.2924, 0.7895], [2.5989, -0.4054, -0.0795], [4.5068, -2.0316, 0.3907], [-0.0051, 4.5296, 1.5537], [-0.9514, 3.5476, 2.0818], [-1.3167, 2.4442, 1.4272], [-2.3495, 1.6831, 1.8105], [-0.2501, 1.8739, 0.1020], [-0.0327, 5.3685, 2.2397], [-0.2327, 4.8872, 0.5306], [1.0059, 4.1341, 1.5553], [-1.4809, 3.7676, 2.8972], [-3.0086, 1.9451, 2.5203], [-2.5469, 0.7800, 1.3253], [-1.2581, 4.1897, -2.4483], [-2.1678, 2.4545, -1.3656], [-2.0831, -1.4253, -0.1350], [-4.0926, 3.1995, -0.6600]],
  "multiplicity": 5,
  "e_above_lowest_kcal_mol": 0.0,
  "gap_ev": [5.55, 4.12]
}

***

Entry 4:
{
  "formula": "C23H37BrF4N2O14PS",
  "method": "ωB97M-V with the def2-TZVPD basis set",
  "elements": ["C", "C", "C", "C", "N", "C", "P", "S", "C", "O", "C", "C", "C", "O", "C", "N", "C", "Br", "H", "H", "H", "H", "H", "H", "H", "H", "H", "H", "H", "H", "H", "H", "H", "H", "H", "H", "H", "H", "H", "H", "H", "H", "H", "C", "C", "O", "C", "O", "O", "F", "H", "H", "H", "C", "C", "O", "C", "O", "O", "F", "H", "H", "H", "C", "C", "O", "C", "O", "O", "F", "H", "H", "H", "C", "C", "O", "C", "O", "O", "F", "H", "H", "H"],
  "coordinates": [[3.6111, 0.1172, 3.0110], [2.8710, 1.4539, 2.9763], [2.7403, 1.9253, 1.5341], [4.0860, 2.4030, 0.9651], [1.7344, 3.0817, 1.3282], [1.4996, 3.2816, -0.1566], [2.1274, 4.9595, -0.6763], [2.6185, 6.0890, 0.8142], [0.0554, 2.9347, -0.5142], [-0.2157, 1.7058, 0.1119], [-0.3579, 1.7723, 1.5280], [-1.8207, 1.7455, 1.9676], [-2.4939, 0.3524, 1.8780], [-3.8851, 0.4828, 1.6123], [-1.8879, -0.5213, 0.7826], [-2.6167, -1.7588, 0.5457], [0.4542, 2.9290, 2.1078], [-0.4475, 4.6364, 2.2616], [3.8091, -0.1687, 4.0434], [4.5644, 0.1500, 2.4822], [2.9984, -0.6646, 2.5614], [3.4026, 2.2067, 3.5667], [1.8994, 1.2782, 3.4363], [2.3397, 1.1086, 0.9302], [4.1313, 3.4931, 0.8905], [4.8970, 2.1059, 1.6253], [4.2967, 1.9931, -0.0222], [2.1895, 3.9620, 1.6580], [2.1100, 2.5523, -0.6856], [1.1301, 5.3791, -1.5708], [3.1763, 4.6054, -1.5379], [-0.6567, 3.7185, -0.2463], [-0.0095, 2.7585, -1.5880], [0.1242, 0.8724, 1.9177], [-1.8551, 2.0934, 3.0052], [-2.3868, 2.4632, 1.3655], [-2.3749, -0.1553, 2.8458], [-4.1959, 1.3333, 1.9455], [-1.8873, 0.0561, -0.1326], [-0.8443, -0.7145, 1.0524], [-2.4157, -2.0548, -0.4032], [-2.2650, -2.4916, 1.1521], [0.7357, 2.7080, 3.1287], [-4.2770, 0.3351, -2.1648], [-4.3707, 1.0576, -3.4978], [-3.0494, 1.5519, -3.6703], [-2.2032, 0.7862, -2.9389], [-1.0147, 0.8535, -2.9915], [-2.8958, -0.0340, -2.1334], [-5.2258, 2.1031, -3.4602], [-4.4845, 1.0235, -1.3437], [-4.8942, -0.5521, -2.0732], [-4.6235, 0.4268, -4.3509], [2.0567, -2.6365, -2.0807], [1.3962, -2.4895, -0.7194], [0.0701, -2.1556, -1.0572], [-0.1894, -2.6177, -2.3149], [-1.2714, -2.6703, -2.7967], [0.9535, -3.0132, -2.9012], [1.9348, -1.4720, 0.0118], [2.4423, -1.6713, -2.4143], [2.8287, -3.3972, -2.1361], [1.3957, -3.3910, -0.1051], [-0.7084, -4.0701, -6.2901], [0.2475, -3.3176, -7.1996], [1.4599, -3.3703, -6.4768], [1.4204, -4.4425, -5.6379], [2.3510, -4.8567, -5.0316], [0.1718, -4.9528, -5.5936], [-0.1145, -2.0228, -7.3671], [-1.1631, -3.3792, -5.5769], [-1.4684, -4.6427, -6.8119], [0.3998, -3.7646, -8.1834], [-1.3763, -2.7614, 5.6486], [-0.8602, -1.6062, 6.4905], [0.1157, -1.0206, 5.6330], [-0.1772, -1.3538, 4.3589], [0.3408, -0.8695, 3.3985], [-1.1358, -2.2908, 4.3142], [-0.2600, -2.0166, 7.6230], [-0.7719, -3.6510, 5.8298], [-2.4311, -2.9795, 5.7761], [-1.6038, -0.8472, 6.7379]],
  "total_charge": 1,
  "gap_ev": 8.91
}

***

Entry 5:
{
  "formula": "H5ISi2",
  "method": "ωB97M-V with the def2-TZVPD basis set",
  "elements": ["Si", "Si", "I", "H", "H", "H", "H", "H"],
  "coordinates": [[-0.1087, -0.9439, 0.0140], [0.5030, 1.3104, 0.0306], [3.8743, -0.2073, -0.2627], [1.0457, -1.6624, 0.5011], [-1.3626, -1.0332, 0.6096], [-0.3189, -1.2277, -1.3401], [1.3442, 1.5361, 1.2436], [0.0450, 2.6388, -0.3821]],
  "e_above_lowest_kcal_mol": 68.2,
  "gap_ev": [6.70, 5.55]
}

***

Entry 6:
{
  "formula": "C4H13N3",
  "method": "ωB97M-V with the def2-TZVPD basis set",
  "elements": ["C", "N", "C", "C", "N", "C", "N", "H", "H", "H", "H", "H", "H", "H", "H", "H", "H", "H", "H", "H"],
  "coordinates": [[0.1536, 1.4907, 0.0494], [-0.2065, 0.1238, 0.1483], [-0.2073, -0.6172, 1.3802], [-1.0601, -1.8933, 1.2719], [-1.0536, -2.6752, -0.0281], [0.6823, 1.8480, -1.3557], [2.0731, 1.3798, -1.3978], [-0.8109, 2.0390, 0.1507], [0.8376, 1.8791, 0.7849], [-0.2857, -0.5279, -0.6258], [0.8475, -0.8977, 1.5991], [-0.5697, 0.0565, 2.1368], [-2.1148, -1.5279, 1.3075], [-0.9839, -2.6530, 2.0300], [-1.8319, -3.2778, 0.2003], [-1.1097, -2.0691, -0.8280], [0.0485, 1.3230, -2.0957], [0.5826, 2.9197, -1.4543], [2.2717, 1.1092, -2.3483], [2.7371, 1.9703, -0.9252]],
  "multiplicity": 2,
  "e_above_lowest_kcal_mol": 26.2,
  "total_charge": 1,
  "gap_ev": [10.68, 6.11]
}

***

What did the fifth record say?
{
  "formula": "H5ISi2",
  "method": "ωB97M-V with the def2-TZVPD basis set",
  "elements": ["Si", "Si", "I", "H", "H", "H", "H", "H"],
  "coordinates": [[-0.1087, -0.9439, 0.0140], [0.5030, 1.3104, 0.0306], [3.8743, -0.2073, -0.2627], [1.0457, -1.6624, 0.5011], [-1.3626, -1.0332, 0.6096], [-0.3189, -1.2277, -1.3401], [1.3442, 1.5361, 1.2436], [0.0450, 2.6388, -0.3821]],
  "e_above_lowest_kcal_mol": 68.2,
  "gap_ev": [6.70, 5.55]
}

***

- What is the formula in the sixth record?
  C4H13N3